No. 1
{"formula": "C2H4S3", "method": "ωB97M-V with the def2-TZVPD basis set", "energy_ev": -34640.510, "orbital_gap_ev": [5.1, 7.7], "homo_ev": [-7.175, -8.670], "max_force_ha_per_bohr": 0.0602, "de_lowest_kcal_mol": 85.7, "total_charge": 0, "elements": ["C", "C", "S", "S", "S", "H", "H", "H", "H"], "positions_angstrom": [[-0.70559, -0.89329, 0.99508], [-1.09928, -0.68882, -0.39057], [-1.98517, -1.99170, 0.36475], [-1.29144, 0.33121, -1.64532], [1.94897, -1.12089, -0.86468], [0.27423, -1.18875, 1.20926], [-0.96655, -0.27493, 1.87222], [-0.08509, 0.85964, -1.48123], [1.63379, -1.15905, -2.14879]], "lowdin_charge": [-0.512, -1.090, 0.897, 0.836, 0.234, -0.002, 0.089, -0.116, -0.336]}

***

No. 2
{"formula": "C2H4S3", "method": "ωB97M-V with the def2-TZVPD basis set", "energy_ev": -34640.652, "orbital_gap_ev": [5.0, 6.7], "homo_ev": [-7.035, -8.037], "max_force_ha_per_bohr": 0.0706, "de_lowest_kcal_mol": 82.4, "total_charge": 0, "elements": ["C", "C", "S", "S", "S", "H", "H", "H", "H"], "positions_angstrom": [[-1.09367, 0.90797, 0.05751], [1.63937, 0.44245, 0.10492], [-2.04490, 2.10350, -0.13141], [-2.40308, -1.94607, 0.11632], [-0.11321, -0.39868, 0.23155], [2.07782, -0.47310, 0.21407], [1.83099, 1.16160, 0.91405], [1.57026, 0.86800, -0.84601], [-1.46359, -2.66566, -0.66101]], "lowdin_charge": [-1.115, -0.255, 0.820, 0.075, 0.713, -0.027, 0.052, 0.005, -0.269]}

***

No. 3
{"formula": "C2H4Si", "method": "ωB97M-V with the def2-TZVPD basis set", "energy_ev": -10013.440, "orbital_gap_ev": 11.3, "smiles": "C#C[SiH3]", "homo_ev": -10.304, "max_force_ha_per_bohr": 0.0481, "de_lowest_kcal_mol": 9.8, "total_charge": 0, "elements": ["C", "C", "Si", "H", "H", "H", "H"], "positions_angstrom": [[-2.33970, -0.02350, 0.00500], [-1.10749, -0.06280, -0.02856], [0.75773, 0.04023, -0.00727], [-3.38002, 0.22460, 0.33228], [0.98000, -1.50828, -0.46891], [1.27913, 0.55239, 1.33109], [1.56296, 0.86128, -0.89967]], "lowdin_charge": [-0.004, -0.361, 0.555, 0.046, -0.042, -0.077, -0.116]}

***

No. 4
{"formula": "C2H5AgO3", "method": "ωB97M-V with the def2-TZVPD basis set", "multiplicity": 3, "energy_ev": -12267.652, "orbital_gap_ev": [10.0, 6.1], "homo_ev": [-21.340, -20.346], "max_force_ha_per_bohr": 0.0370, "de_lowest_kcal_mol": 0.0, "total_charge": 2, "elements": ["H", "O", "O", "C", "H", "Ag", "O", "C", "H", "H", "H"], "positions_angstrom": [[0.00712, 1.87913, 0.77924], [-1.95679, 1.55535, 0.48808], [-1.99365, 0.69822, 1.55369], [-0.85518, 2.00820, 0.11629], [-0.90237, 2.59058, -0.80749], [-0.85253, -0.89996, 1.41536], [0.44315, -1.88457, 0.21240], [1.32347, -1.52571, -0.72909], [1.28217, -2.30866, -1.53329], [1.13979, -0.46755, -1.13233], [2.36481, -1.64503, -0.36288]], "lowdin_spin": [-0.001, 0.016, 0.458, 0.029, 0.000, 0.370, 0.801, 0.174, 0.074, 0.008, 0.073]}

***

No. 5
{"formula": "C2H5AlIMgO", "method": "ωB97M-V with the def2-TZVPD basis set", "energy_ev": -24336.399, "orbital_gap_ev": 6.8, "homo_ev": -13.300, "max_force_ha_per_bohr": 0.0596, "de_lowest_kcal_mol": 0.0, "total_charge": 1, "elements": ["O", "C", "I", "C", "Al", "H", "H", "H", "H", "H", "Mg"], "positions_angstrom": [[1.53039, -1.06544, 1.34890], [1.28768, -0.45560, 0.40258], [2.20500, 1.65662, 0.37276], [0.43415, -0.72589, -0.71501], [-1.42177, -0.15948, -0.14338], [0.66093, -0.10578, -1.56546], [0.50626, -1.74249, -1.05397], [-2.35852, 0.10487, -1.39352], [-0.84499, 1.31236, 0.41433], [-2.16381, -1.09807, 0.88656], [0.16468, 2.27890, 1.44622]], "lowdin_charge": [0.125, -0.776, 0.979, -0.266, 0.409, 0.063, 0.101, -0.092, -0.163, -0.093, 0.714]}

***

No. 6
{"formula": "C2H5BO", "method": "ωB97M-V with the def2-TZVPD basis set", "energy_ev": -4875.030, "orbital_gap_ev": 9.3, "homo_ev": -10.635, "max_force_ha_per_bohr": 0.1196, "de_lowest_kcal_mol": 113.2, "total_charge": 0, "elements": ["B", "C", "C", "O", "H", "H", "H", "H", "H"], "positions_angstrom": [[-0.91927, -0.01691, 0.79681], [0.88804, 0.40523, -1.02691], [0.59247, -0.11151, 0.25052], [2.01680, 0.66023, -1.41240], [-1.14127, -0.36149, 1.79383], [-1.83988, 0.43085, 0.36963], [0.02436, 0.67164, -1.53728], [1.17744, -0.76646, 0.77561], [-0.79868, -0.91159, -0.00980]], "lowdin_charge": [-0.174, -0.308, 0.065, 0.078, -0.009, 0.019, 0.101, 0.079, 0.148]}

***

No. 7
{"formula": "C2H5BO", "method": "ωB97M-V with the def2-TZVPD basis set", "energy_ev": -4876.733, "orbital_gap_ev": 10.4, "homo_ev": -9.676, "max_force_ha_per_bohr": 0.0919, "de_lowest_kcal_mol": 73.9, "total_charge": 0, "elements": ["B", "C", "C", "O", "H", "H", "H", "H", "H"], "positions_angstrom": [[1.67559, 0.02188, -0.26600], [0.08986, 0.10296, 0.03380], [-1.37680, -0.12329, 0.02601], [0.75128, 0.50621, 0.97051], [2.25251, -0.90245, -0.11411], [1.87700, 0.97596, -1.01266], [-1.32351, -0.96346, 0.77588], [-1.99984, 0.69843, 0.55380], [-1.94610, -0.31624, -0.96723]], "lowdin_charge": [-0.163, -0.297, -0.026, 0.094, 0.004, 0.052, 0.111, 0.112, 0.112]}

***

No. 8
{"formula": "C2H5BrCl2N", "method": "ωB97M-V with the def2-TZVPD basis set", "energy_ev": -98721.358, "orbital_gap_ev": [8.1, 8.2], "homo_ev": [-13.323, -13.366], "max_force_ha_per_bohr": 0.0562, "de_lowest_kcal_mol": 69.7, "total_charge": 1, "elements": ["C", "C", "N", "Cl", "Cl", "Br", "H", "H", "H", "H", "H"], "positions_angstrom": [[0.11855, -1.11778, 0.43712], [-0.64483, 1.41041, 0.63379], [0.94574, -0.77976, -0.71427], [0.27692, 2.17692, -0.58842], [-2.33033, 1.11280, 0.19763], [-1.55953, -1.82244, 0.13978], [0.45147, -1.02880, 1.46520], [-0.64862, 1.97689, 1.66206], [0.49033, -0.96814, -1.65147], [1.94056, -1.24399, -0.57067], [0.95975, 0.28389, -1.01076]], "lowdin_charge": [-0.635, -0.993, 0.023, 0.662, 0.512, 0.823, 0.075, 0.080, 0.172, 0.229, 0.053]}

***

No. 9
{"formula": "C2H5BrClNO2P", "method": "ωB97M-V with the def2-TZVPD basis set", "energy_ev": -99595.721, "orbital_gap_ev": [6.0, 9.2], "homo_ev": [-3.446, -6.226], "max_force_ha_per_bohr": 0.0226, "total_charge": -1, "elements": ["C", "C", "N", "O", "O", "P", "Cl", "Br", "H", "H", "H", "H", "H"], "positions_angstrom": [[-1.04774, 0.20377, 1.28943], [-0.21533, -0.94941, 0.72418], [-0.79401, 1.42315, 0.62232], [2.24169, -0.30218, -1.43644], [1.66774, 1.86514, -2.70144], [1.25301, 0.64594, -1.98611], [-0.13467, -0.38001, -3.11640], [-0.50928, -2.58731, 1.73761], [-0.84206, 0.27132, 2.37844], [-2.11316, -0.03642, 1.16178], [0.85335, -0.74832, 0.77309], [-0.50104, -1.16898, -0.30213], [0.14149, 1.76332, 0.85568]], "lowdin_charge": [-0.477, -0.649, 0.040, -0.463, -0.465, 0.054, 0.164, 0.549, 0.097, 0.090, 0.037, 0.014, 0.010]}

***

No. 10
{"formula": "C2H5BrN", "method": "ωB97M-V with the def2-TZVPD basis set", "energy_ev": -73678.561, "orbital_gap_ev": 11.4, "smiles": "Br[C@@H]1C[NH2+]1", "homo_ev": -15.286, "max_force_ha_per_bohr": 0.1176, "de_lowest_kcal_mol": 6.2, "total_charge": 1, "elements": ["Br", "C", "C", "N", "H", "H", "H", "H", "H"], "positions_angstrom": [[-1.96056, -0.04562, -1.38941], [-0.53093, 0.63213, -0.44802], [0.80234, -0.30442, -0.34167], [-0.11058, -0.19507, 0.84737], [-0.42807, 1.66141, -0.47066], [0.86620, -1.17355, -0.90329], [1.79478, 0.29834, -0.06897], [-0.71429, -1.04390, 1.00925], [0.28111, 0.17068, 1.76540]], "lowdin_charge": [0.879, -0.600, -0.040, 0.047, 0.067, 0.089, 0.179, 0.175, 0.204]}

***

No. 11
{"formula": "C2H5BrN2O2", "method": "ωB97M-V with the def2-TZVPD basis set", "energy_ev": -79268.571, "orbital_gap_ev": 11.0, "smiles": "CN(CBr)[N+](=O)[O-]", "homo_ev": -10.468, "max_force_ha_per_bohr": 0.0965, "de_lowest_kcal_mol": 118.6, "total_charge": 0, "elements": ["C", "N", "C", "Br", "N", "O", "O", "H", "H", "H", "H", "H"], "positions_angstrom": [[-0.35801, 0.19635, -0.81119], [-0.07173, -0.85613, 0.18940], [1.26212, -0.73484, 0.94620], [2.68146, -0.09359, -0.16492], [-0.46982, -2.08658, -0.00418], [-1.16945, -2.31482, -0.90926], [-0.12006, -2.92051, 0.81803], [-1.41054, 0.25501, -0.99736], [-0.02515, 1.13323, -0.46828], [0.22876, -0.19188, -1.64677], [1.41009, -1.76468, 1.21873], [1.08337, 0.11260, 1.73068]], "lowdin_charge": [-0.048, -0.155, -0.523, 0.684, -0.494, 0.117, 0.034, 0.087, 0.063, 0.078, 0.046, 0.110]}

***

No. 12
{"formula": "C2H5BrN2O2", "method": "ωB97M-V with the def2-TZVPD basis set", "energy_ev": -79271.476, "orbital_gap_ev": 9.0, "homo_ev": -8.507, "max_force_ha_per_bohr": 0.0832, "de_lowest_kcal_mol": 51.6, "total_charge": 0, "elements": ["C", "C", "N", "N", "O", "O", "Br", "H", "H", "H", "H", "H"], "positions_angstrom": [[0.75570, -2.19268, -0.05919], [1.69817, 0.93994, 0.32907], [0.90250, 0.71194, -0.71855], [-2.19718, 0.65365, 0.38178], [-0.28903, -2.17481, -0.50490], [1.71675, -2.31891, 0.50842], [3.53944, 1.24655, 0.02249], [-0.11828, 0.66609, -0.41792], [1.06946, 0.56934, -1.70646], [-3.20166, 0.54322, 0.16907], [-1.69789, -0.04315, 0.87567], [-2.17799, 1.39881, 1.12051]], "lowdin_charge": [-0.504, -0.652, -0.062, 0.008, 0.206, 0.235, 0.548, 0.059, 0.098, 0.036, -0.017, 0.045]}

***

No. 13
{"formula": "C2H5BrNO2", "method": "ωB97M-V with the def2-TZVPD basis set", "energy_ev": -77773.783, "orbital_gap_ev": 10.0, "smiles": "[NH3+]CC(=O)OBr", "homo_ev": -14.515, "max_force_ha_per_bohr": 0.0703, "de_lowest_kcal_mol": 1.9, "total_charge": 1, "elements": ["N", "C", "C", "O", "O", "Br", "H", "H", "H", "H", "H"], "positions_angstrom": [[0.12153, -0.32097, 1.47600], [0.70209, -0.23566, 0.13225], [-0.44413, 0.29786, -0.75463], [-1.56234, 0.40203, -0.37282], [0.09140, 0.48444, -2.01806], [-0.98741, 1.09994, -3.36662], [-1.00956, -0.27889, 1.17889], [0.51891, 0.46927, 1.95669], [0.19575, -1.18526, 1.95268], [1.48664, 0.48264, -0.05928], [0.88712, -1.21540, -0.12509]], "lowdin_charge": [0.192, -0.037, -0.533, 0.134, -0.514, 0.914, 0.236, 0.171, 0.155, 0.156, 0.126]}

***

No. 14
{"formula": "C2H5BrNP", "method": "ωB97M-V with the def2-TZVPD basis set", "energy_ev": -82973.300, "orbital_gap_ev": 7.9, "homo_ev": -8.879, "max_force_ha_per_bohr": 0.1027, "de_lowest_kcal_mol": 71.7, "total_charge": 0, "elements": ["C", "C", "N", "P", "Br", "H", "H", "H", "H", "H"], "positions_angstrom": [[-0.09810, 1.00675, -0.23402], [0.62359, -0.78237, -0.66938], [0.38487, -1.60508, 0.34143], [1.41971, -2.05929, 1.47752], [2.43121, -0.50625, -1.33081], [-0.63752, 0.78719, 0.74632], [0.92721, 1.55469, -0.10675], [-0.53928, 1.40564, -1.14704], [-0.04377, -0.96113, -1.50546], [0.55134, -3.28217, 1.95026]], "lowdin_charge": [-0.022, -0.901, -0.481, 0.784, 0.549, 0.054, 0.042, 0.025, 0.054, -0.104]}

***

No. 15
{"formula": "C2H5BrO3S", "method": "ωB97M-V with the def2-TZVPD basis set", "energy_ev": -89173.389, "orbital_gap_ev": 9.5, "homo_ev": -9.837, "max_force_ha_per_bohr": 0.1311, "de_lowest_kcal_mol": 11.2, "total_charge": 0, "elements": ["C", "C", "O", "O", "O", "S", "Br", "H", "H", "H", "H", "H"], "positions_angstrom": [[-1.96957, 0.52955, 0.70648], [-1.43368, 0.46956, -0.69361], [3.30308, -1.47804, -0.08932], [0.92125, -1.48111, 0.65971], [-0.39061, 0.22115, -1.19473], [1.73558, -0.93549, -0.34706], [2.14585, 1.34330, 0.14257], [-2.02941, 1.51009, 0.85176], [-1.16155, 0.00835, 1.28324], [-2.82076, -0.09218, 0.69025], [-2.33791, 0.85553, -1.44669], [4.03773, -0.95073, -0.56260]], "lowdin_charge": [-0.025, -0.336, -0.402, -0.441, -0.096, 0.624, 0.217, 0.040, 0.094, 0.076, 0.152, 0.097]}

***

No. 16
{"formula": "C2H5BrOS", "method": "ωB97M-V with the def2-TZVPD basis set", "energy_ev": -85079.954, "orbital_gap_ev": 10.4, "smiles": "CC(=O)S.Br", "homo_ev": -10.004, "max_force_ha_per_bohr": 0.0301, "de_lowest_kcal_mol": 1.0, "total_charge": 0, "elements": ["C", "C", "O", "S", "H", "H", "H", "H", "Br", "H"], "positions_angstrom": [[1.31593, 0.38559, -0.49876], [0.62247, -0.98367, -0.71415], [1.18953, -2.05390, -0.68427], [-1.10309, -0.93704, -1.10019], [0.53944, 1.03144, -0.10988], [2.06285, 0.36040, 0.30439], [1.83322, 0.59590, -1.47786], [-1.29811, 0.45156, -1.21865], [-2.01630, 1.00806, 2.74762], [-3.14595, 0.14167, 2.75174]], "lowdin_charge": [-0.074, -0.850, -0.013, 0.784, 0.037, 0.081, 0.108, -0.088, 0.292, -0.279]}

***

No. 17
{"formula": "C2H5BrS", "method": "ωB97M-V with the def2-TZVPD basis set", "energy_ev": -83030.544, "orbital_gap_ev": [7.6, 7.6], "homo_ev": [-8.609, -8.611], "max_force_ha_per_bohr": 0.1072, "de_lowest_kcal_mol": 43.1, "total_charge": 0, "elements": ["C", "C", "S", "Br", "H", "H", "H", "H", "H"], "positions_angstrom": [[-0.39659, 1.04417, 0.09253], [0.99006, -1.28527, 0.39680], [0.64735, -0.18354, -0.80717], [-1.37047, -0.29820, -2.42848], [-0.19210, 0.90959, 1.29165], [-1.47831, 0.87715, -0.06651], [-0.22491, 2.17703, -0.11793], [0.47254, -1.12838, 1.41829], [1.55243, -2.11257, 0.22083]], "lowdin_charge": [-0.435, -0.322, 0.649, -0.072, 0.090, -0.017, 0.081, 0.058, -0.032]}

***

No. 18
{"formula": "C2H5BrSi", "method": "ωB97M-V with the def2-TZVPD basis set", "energy_ev": -80073.239, "orbital_gap_ev": 10.4, "smiles": "C=C([SiH3])Br", "homo_ev": -9.642, "max_force_ha_per_bohr": 0.0804, "de_lowest_kcal_mol": 45.3, "total_charge": 0, "elements": ["C", "C", "Si", "Br", "H", "H", "H", "H", "H"], "positions_angstrom": [[0.62912, 1.68831, 0.06752], [1.00776, 0.39109, -0.06449], [-0.26938, -1.20200, -0.02876], [2.91081, -0.11482, -0.00849], [1.33616, 2.38037, -0.09449], [-0.41407, 2.08892, -0.00017], [-1.63745, -0.61565, 0.03482], [-0.08020, -2.14420, -1.28573], [-0.08646, -1.80619, 1.25272]], "lowdin_charge": [-0.123, -0.858, 0.619, 0.546, -0.008, 0.076, -0.089, -0.053, -0.109]}

***

No. 19
{"formula": "C2H5Cl", "method": "ωB97M-V with the def2-TZVPD basis set", "multiplicity": 3, "energy_ev": -14672.998, "orbital_gap_ev": [8.9, 7.6], "homo_ev": [-7.643, -11.555], "max_force_ha_per_bohr": 0.0849, "de_lowest_kcal_mol": 0.0, "total_charge": 0, "elements": ["C", "C", "Cl", "H", "H", "H", "H", "H"], "positions_angstrom": [[0.30629, 0.46250, -0.02199], [-0.53703, -0.70262, -0.07562], [-2.97928, 0.19976, 0.17602], [1.38873, 0.48886, 0.42646], [0.38480, 0.92607, -0.93015], [-0.12175, 1.25802, 0.67247], [-0.71158, -1.23108, 0.87206], [-0.66134, -1.09609, -1.01704]], "lowdin_spin": [0.136, 0.700, 1.004, 0.049, -0.001, 0.034, 0.041, 0.037]}

***

No. 20
{"formula": "C2H5Cl2N", "method": "ωB97M-V with the def2-TZVPD basis set", "energy_ev": -28688.848, "orbital_gap_ev": 9.8, "smiles": "C=C(N)Cl.Cl", "homo_ev": -9.089, "max_force_ha_per_bohr": 0.0737, "de_lowest_kcal_mol": 23.4, "total_charge": 0, "elements": ["C", "C", "N", "Cl", "H", "H", "H", "H", "Cl", "H"], "positions_angstrom": [[-0.56152, 0.38628, -1.07462], [-0.38499, -0.16128, 0.12526], [-0.90619, -0.04612, 1.40475], [0.71885, -1.63613, 0.02673], [-1.18128, 1.21571, -1.13853], [-0.08080, -0.11221, -1.80969], [-0.79883, -0.89097, 1.91204], [-1.63688, 0.60036, 1.26720], [2.73382, 0.90284, -0.46265], [2.09782, -0.25848, -0.25048]], "lowdin_charge": [-0.050, -0.717, 0.064, 0.606, 0.050, 0.010, 0.066, 0.088, 0.222, -0.339]}